# C8H10ClNO4S

A single C8H10ClNO4S molecule at a distorted geometry (the ωB97M-V functional and the def2-TZVPD basis, the OMol25 dataset).

Calculated values
highest occupied orbital energy = -9.9 eV
SMILES string = C#C[C@@](C)([C@@H](/C=C/C)[N+](=O)[O-])S(=O)(=O)Cl
charge = 0
Kohn-Sham gap = 9.53 eV
electronic energy = -41488.5310 eV

Structure (XYZ):
```
25
Properties=species:S:1:pos:R:3:forces:R:3
Cl -3.801212 1.312792 0.489389 -0.70 -0.19 -0.38
S -2.135636 0.140267 0.330720 -0.52 -0.98 -1.34
O 2.189068 2.055033 2.043683 -0.74 0.07 -0.80
O -2.389719 -1.009641 1.164067 0.35 0.86 -0.81
O -1.880043 0.043587 -1.107553 -0.25 -0.06 2.31
O 1.742499 1.913321 -0.077047 0.72 0.32 -0.02
N 1.551471 1.636904 1.084631 1.05 -1.21 0.95
C -0.950605 2.529174 0.200240 1.37 0.31 -3.14
C 0.532451 0.559270 1.369660 -2.63 1.36 -0.23
C 0.539931 -0.519422 0.335272 1.15 2.32 0.73
C 0.452248 -2.851254 -0.454659 -2.85 2.65 -1.28
C -1.616956 1.669399 2.370086 -0.80 -0.15 1.26
C -2.427772 1.814605 3.245437 0.93 0.16 -0.33
C 0.409512 -1.776536 0.589400 0.51 -2.24 0.78
C -0.989039 1.345090 1.132333 1.61 -0.77 0.07
H 1.099596 -2.583226 -1.236949 1.21 0.53 -0.93
H 0.612301 -0.067597 -0.612824 0.19 -0.06 -1.34
H -0.526891 -2.905546 -1.014900 0.57 0.04 0.83
H 0.339104 -2.011381 1.648317 -0.14 -0.49 -0.12
H -3.136380 2.019322 3.996884 -0.24 0.02 0.41
H -0.926354 3.446947 0.759148 0.08 0.36 0.31
H -1.851749 2.594324 -0.516459 1.62 -0.24 1.20
H 0.677104 -3.799958 -0.186119 0.71 -2.81 1.46
H 0.649026 0.351706 2.440691 -0.18 -0.31 -0.54
H 0.074434 2.448476 -0.419126 -3.04 0.50 0.97
```
Forces are in eV/Å.


# C8H10ClNOS

A 2-piece molecular cluster, C8H10ClNOS overall at a distorted geometry (the ωB97M-V functional and the def2-TZVPD basis, the OMol25 dataset).

Calculated values
highest occupied orbital energy = -8.4 eV
SMILES string = OSNc1ccccc1.C=CCl
charge = 0
Kohn-Sham gap = 9.09 eV
electronic energy = -35351.1852 eV

Structure (XYZ):
```
22
Properties=species:S:1:pos:R:3:forces:R:3
Cl 2.641648 -3.060066 0.052088 -0.22 -0.11 0.32
S 2.718945 0.529852 -0.080939 0.33 0.66 -0.13
O 3.092511 2.114877 0.327625 2.12 -1.35 -2.34
N 1.399789 0.791716 -1.054192 2.80 -1.00 1.63
C 0.998691 -3.637076 0.182628 0.40 3.00 0.49
C 0.171907 0.884300 -0.550567 -3.24 1.45 0.99
C -2.416086 1.512466 0.378297 -1.46 0.33 -0.84
C -0.940688 0.828054 -1.401278 1.27 -0.74 -0.67
C -1.390649 1.391031 1.300408 0.39 0.38 -2.38
C -0.022413 -2.889467 0.551591 0.77 1.32 0.63
C -2.178110 1.153628 -0.951038 0.18 -0.43 0.36
C -0.097553 1.209490 0.794959 1.52 -1.51 1.84
H -0.998574 -3.284356 0.423682 -0.76 -0.34 0.12
H 0.737862 1.065976 1.584788 -1.33 0.45 -1.52
H -0.834885 0.454697 -2.436810 0.13 0.34 0.62
H -1.565128 1.455522 2.328912 -0.11 0.42 1.37
H 1.580083 0.711163 -2.000090 -0.09 -0.05 -2.10
H 0.067095 -1.857549 0.968099 0.04 -0.99 -0.51
H 0.876091 -4.544296 -0.246283 -0.25 -2.82 -1.09
H -3.428467 1.938495 0.525097 0.68 -0.74 0.78
H 2.499452 2.319151 0.987635 -2.01 1.07 2.52
H -2.911527 0.912392 -1.684617 -1.17 0.66 -0.07
```
Forces are in eV/Å.


# C8H10CrO5

C8H10CrO5 as an isolated structure at a distorted geometry (the ωB97M-V functional and the def2-TZVPD basis, the OMol25 dataset).

Calculated values
highest occupied orbital energy (alpha / beta) = -17.3 / -16.7 eV
charge = +2
Kohn-Sham gap (alpha / beta) = 10.19 / 3.14 eV
electronic energy = -47092.8489 eV
spin multiplicity = 5

Structure (XYZ):
```
24
Properties=species:S:1:pos:R:3:forces:R:3
Cr 0.113277 0.489538 -1.544286 -0.69 -0.03 1.98
O 2.854598 -0.792236 -1.173086 -5.89 2.89 -0.43
O 0.209800 0.962923 1.455541 -0.33 -0.40 -3.33
O -0.674995 -2.278005 0.576209 0.95 0.30 2.24
O 0.172874 3.583169 -1.406038 -0.14 -6.54 -0.08
O -2.580159 -0.806953 -0.971538 2.71 1.18 -0.44
C 0.048830 -0.947910 -3.123573 0.13 0.24 -3.11
C -0.798745 -3.102140 1.681664 2.77 -1.34 -1.23
C 1.796031 -0.255191 -1.275809 7.99 -3.33 0.48
C -1.567690 -0.285398 -1.176082 -4.39 -1.18 0.34
C 0.305585 -3.007931 2.691903 -0.03 0.39 0.43
C 0.142307 0.804347 0.311637 0.56 0.47 4.98
C 0.042048 0.409605 -3.592045 -0.10 -2.30 -1.72
C 0.147089 2.402441 -1.444605 0.18 8.48 -0.33
H -0.882638 -4.154766 1.324053 -0.83 0.22 0.05
H -0.880773 -1.572295 -3.215502 0.82 0.91 0.31
H 0.981129 -1.573343 -3.204688 -0.91 0.92 0.25
H 0.986523 0.904465 -3.922376 -0.74 -0.44 0.34
H -1.733484 -2.842013 2.165833 -1.58 0.22 0.62
H -1.113233 -2.663695 -0.164256 -1.09 -0.77 -1.52
H -0.918079 0.884379 -3.912026 0.83 -0.38 0.38
H 0.035799 -3.558417 3.593215 -0.25 0.17 0.00
H 0.553960 -1.983952 2.942469 0.15 0.23 0.21
H 1.217645 -3.500622 2.324388 -0.11 0.06 -0.43
```
Forces are in eV/Å.


# C8H10F10N4O6P2

A 2-piece molecular cluster, C8H10F10N4O6P2 overall at a distorted geometry (the ωB97M-V functional and the def2-TZVPD basis, the OMol25 dataset).

Calculated values
highest occupied orbital energy = -4.8 eV
charge = 0
Kohn-Sham gap = 2.33 eV
electronic energy = -72452.7080 eV

Structure (XYZ):
```
40
Properties=species:S:1:pos:R:3:forces:R:3
P 0.291742 -2.435410 -0.914300 3.10 -1.45 -0.67
P -2.677607 2.633771 2.025114 -2.69 0.25 1.24
F -2.508385 -3.447834 0.960956 -0.18 0.29 -0.39
F -1.153859 3.851514 -2.343698 -0.26 0.15 0.33
F -0.323221 1.905028 -2.357755 -0.23 -0.77 0.26
F -2.781445 0.821773 -1.947099 0.03 -0.21 0.96
F -0.795916 -3.275528 2.207870 0.18 0.19 0.03
F -2.676703 -2.394965 2.819082 0.01 0.56 0.06
F -3.035164 2.520286 -3.181346 0.08 0.07 -0.05
F 0.509518 2.667915 -0.123910 -0.30 -0.05 0.20
F -3.556177 2.716405 -1.128143 0.19 -0.23 0.71
F -0.951777 4.220984 0.019166 -0.78 -0.18 0.69
O -0.319755 -3.926307 -0.820625 -0.82 1.58 -1.04
O -2.605477 4.250790 2.240344 1.39 -1.52 -0.15
O 0.396606 -2.003321 -2.474288 -1.61 0.10 1.42
O 1.644188 -2.467880 -0.376088 -0.22 0.56 1.04
O 4.917150 -0.335656 -1.557374 0.22 0.42 -0.42
O -2.021286 1.997392 3.431626 0.84 0.57 -1.87
N -1.884381 -0.165924 1.473470 -2.51 1.06 2.94
N -1.515355 2.101998 0.765940 0.59 0.80 0.74
N -1.496086 -1.413464 1.169790 1.80 0.04 -2.57
N -0.535359 0.074977 -0.151517 0.49 0.64 -0.72
C -1.308021 0.764057 0.700230 0.96 -2.76 -0.91
C -0.622626 -1.229712 0.092350 -1.18 0.33 -0.07
C -2.679503 2.145780 -1.944101 -0.01 0.26 -2.20
C -1.216257 2.650360 -1.727402 -0.07 1.08 0.15
C 4.748520 -2.115267 -0.047864 0.38 -0.62 0.37
C -0.820801 2.917229 -0.198877 1.69 -0.52 -1.37
C -1.871150 -2.628093 1.784922 -0.27 -1.23 0.86
C 5.657637 -1.302488 -1.008539 -0.56 -0.50 0.55
H 3.919436 -2.572500 -0.581069 0.05 0.16 -0.12
H 6.530655 -0.995347 -0.390618 -0.02 0.48 0.11
H -0.579816 -4.249581 -1.701388 -0.10 -0.10 0.29
H 6.111106 -2.054497 -1.689949 -0.17 0.01 -0.43
H -1.049323 1.961364 3.339531 -0.15 -0.04 0.59
H 0.921521 -1.178622 -2.469083 0.15 -0.27 -0.31
H 4.344583 -1.488714 0.749913 -0.01 0.15 -0.13
H -1.773946 4.473200 2.702388 -0.28 0.50 -0.16
H 5.324816 -2.921382 0.425126 0.08 -0.05 0.07
H -2.558082 -0.072332 2.227214 0.18 0.26 -0.05
```
Forces are in eV/Å.


# C8H10F3MoN

C8H10F3MoN as an isolated structure at a distorted geometry (the ωB97M-V functional and the def2-TZVPD basis, the OMol25 dataset).

Calculated values
highest occupied orbital energy (alpha / beta) = -7.8 / -6.9 eV
charge = 0
Kohn-Sham gap (alpha / beta) = 7.15 / 6.06 eV
electronic energy = -19949.7207 eV
spin multiplicity = 3

Structure (XYZ):
```
23
Properties=species:S:1:pos:R:3:forces:R:3
Mo -0.447738 -0.512674 0.022501 -1.22 3.21 -0.02
F -2.688824 1.595158 -0.689222 -0.61 -0.30 -0.18
F -3.642562 -0.156851 0.267138 0.01 0.42 -0.52
F -3.063367 -0.243266 -1.855165 -0.27 0.41 0.35
N 0.239491 1.830730 0.744237 -0.70 -0.92 -0.65
C 1.515219 -1.466391 -0.302670 -0.07 -0.54 -0.15
C 0.079051 -2.176000 1.385482 -0.12 -0.18 -0.40
C 0.505725 -2.316065 -0.902149 0.09 -0.15 1.20
C -2.656909 0.217277 -0.620620 1.92 -0.86 0.55
C 1.249448 -1.383944 1.105651 0.48 -0.38 0.07
C 0.990234 2.064725 -0.941106 0.18 -1.06 1.61
C -0.388714 -2.757479 0.146722 1.06 0.05 -0.14
C 0.922397 2.959440 0.292825 -0.34 1.06 -2.26
H 0.041668 1.963201 1.728072 -0.02 -1.21 0.28
H 0.301682 3.883880 0.161097 0.51 -0.54 -0.07
H 0.177807 2.142658 -1.710170 0.93 -0.28 0.90
H 1.883063 1.363541 -1.069432 -1.53 1.25 0.03
H -0.352833 -2.322390 2.375251 0.04 0.03 -0.43
H -1.234733 -3.432126 0.025219 0.23 0.37 0.05
H 1.872519 -0.852472 1.834665 -0.48 -0.26 -0.39
H 2.365399 -1.019017 -0.809436 -0.25 -0.19 0.04
H 0.461138 -2.589663 -1.949494 -0.15 0.14 0.17
H 1.870843 3.207727 0.760604 0.31 -0.06 0.00
```
Forces are in eV/Å.


- electronic energy of number 5 (C8H10F3MoN)?
  -19949.7207 eV


- The highest charge belongs to which entry?
  C8H10CrO5


- Which of these has the lowest electronic energy?
  C8H10F10N4O6P2


Copy entry 4 word for word.
# C8H10F10N4O6P2

A 2-piece molecular cluster, C8H10F10N4O6P2 overall at a distorted geometry (the ωB97M-V functional and the def2-TZVPD basis, the OMol25 dataset).

Calculated values
highest occupied orbital energy = -4.8 eV
charge = 0
Kohn-Sham gap = 2.33 eV
electronic energy = -72452.7080 eV

Structure (XYZ):
```
40
Properties=species:S:1:pos:R:3:forces:R:3
P 0.291742 -2.435410 -0.914300 3.10 -1.45 -0.67
P -2.677607 2.633771 2.025114 -2.69 0.25 1.24
F -2.508385 -3.447834 0.960956 -0.18 0.29 -0.39
F -1.153859 3.851514 -2.343698 -0.26 0.15 0.33
F -0.323221 1.905028 -2.357755 -0.23 -0.77 0.26
F -2.781445 0.821773 -1.947099 0.03 -0.21 0.96
F -0.795916 -3.275528 2.207870 0.18 0.19 0.03
F -2.676703 -2.394965 2.819082 0.01 0.56 0.06
F -3.035164 2.520286 -3.181346 0.08 0.07 -0.05
F 0.509518 2.667915 -0.123910 -0.30 -0.05 0.20
F -3.556177 2.716405 -1.128143 0.19 -0.23 0.71
F -0.951777 4.220984 0.019166 -0.78 -0.18 0.69
O -0.319755 -3.926307 -0.820625 -0.82 1.58 -1.04
O -2.605477 4.250790 2.240344 1.39 -1.52 -0.15
O 0.396606 -2.003321 -2.474288 -1.61 0.10 1.42
O 1.644188 -2.467880 -0.376088 -0.22 0.56 1.04
O 4.917150 -0.335656 -1.557374 0.22 0.42 -0.42
O -2.021286 1.997392 3.431626 0.84 0.57 -1.87
N -1.884381 -0.165924 1.473470 -2.51 1.06 2.94
N -1.515355 2.101998 0.765940 0.59 0.80 0.74
N -1.496086 -1.413464 1.169790 1.80 0.04 -2.57
N -0.535359 0.074977 -0.151517 0.49 0.64 -0.72
C -1.308021 0.764057 0.700230 0.96 -2.76 -0.91
C -0.622626 -1.229712 0.092350 -1.18 0.33 -0.07
C -2.679503 2.145780 -1.944101 -0.01 0.26 -2.20
C -1.216257 2.650360 -1.727402 -0.07 1.08 0.15
C 4.748520 -2.115267 -0.047864 0.38 -0.62 0.37
C -0.820801 2.917229 -0.198877 1.69 -0.52 -1.37
C -1.871150 -2.628093 1.784922 -0.27 -1.23 0.86
C 5.657637 -1.302488 -1.008539 -0.56 -0.50 0.55
H 3.919436 -2.572500 -0.581069 0.05 0.16 -0.12
H 6.530655 -0.995347 -0.390618 -0.02 0.48 0.11
H -0.579816 -4.249581 -1.701388 -0.10 -0.10 0.29
H 6.111106 -2.054497 -1.689949 -0.17 0.01 -0.43
H -1.049323 1.961364 3.339531 -0.15 -0.04 0.59
H 0.921521 -1.178622 -2.469083 0.15 -0.27 -0.31
H 4.344583 -1.488714 0.749913 -0.01 0.15 -0.13
H -1.773946 4.473200 2.702388 -0.28 0.50 -0.16
H 5.324816 -2.921382 0.425126 0.08 -0.05 0.07
H -2.558082 -0.072332 2.227214 0.18 0.26 -0.05
```
Forces are in eV/Å.